[1]
Computed, not measured: a structure of composition C20H43BFKNO7S, with the ωB97M-V functional and the def2-TZVPD basis.

```
! wB97M-V def2-TZVPD RIJCOSX def2/J DEFGRID3
* xyz 1 1
C -2.02216 1.14132 -7.77607
C -1.14187 0.26148 -8.68418
C -0.39227 -0.85442 -7.93737
C -1.10977 -2.21750 -7.96282
C -1.07718 -3.00445 -6.65204
C -1.69236 -2.28221 -5.45533
C -1.53409 -3.06178 -4.15358
C -2.04201 -2.29249 -2.93743
C -1.84514 -3.06436 -1.63014
C -2.65921 -2.50637 -0.45320
C -1.85107 -1.52626 0.41170
C -1.06587 -2.23256 1.51754
C -0.39942 -1.25534 2.50147
C -1.20474 -1.01836 3.79961
C -0.39535 -1.17574 5.10514
C -0.11403 0.15719 5.83171
C 1.33047 0.37802 6.30574
O 1.96049 1.56690 5.79896
C 1.98277 1.70332 4.40338
C 2.39685 3.18038 4.11509
O 3.27900 3.23050 3.06997
C 4.32677 4.22379 3.14955
N 4.48593 4.82555 1.86907
O 1.23709 3.90451 3.79981
B 0.62103 4.75921 4.69101
O 0.85673 4.57422 6.03665
O -0.11435 5.80449 4.19784
S 3.13863 0.61232 3.50094
O 2.80136 0.66225 2.13460
O 4.47167 0.76927 3.99872
F 2.74644 -0.83934 4.02308
H -1.78727 0.97407 -6.72248
H -1.86744 2.20211 -7.97487
H -3.08507 0.93464 -7.90717
H -0.41877 0.89133 -9.20373
H -1.77161 -0.20448 -9.44560
H -0.19507 -0.54155 -6.91013
H 0.58698 -0.97940 -8.40639
H -0.63930 -2.83226 -8.73457
H -2.15193 -2.09458 -8.27684
H -0.04455 -3.28297 -6.41094
H -1.62904 -3.93994 -6.78897
H -1.25105 -1.29006 -5.32787
H -2.76116 -2.13028 -5.64931
H -0.46837 -3.27396 -4.00591
H -2.06313 -4.01741 -4.22358
H -3.11032 -2.08517 -3.05982
H -1.51222 -1.33499 -2.88360
H -2.11564 -4.10869 -1.81178
H -0.77880 -3.06274 -1.37618
H -2.96607 -3.34341 0.18025
H -3.55730 -2.01404 -0.83075
H -2.51156 -0.77596 0.85687
H -1.12606 -1.01973 -0.23452
H -0.29142 -2.85076 1.05461
H -1.72932 -2.91490 2.05757
H -0.27489 -0.30147 1.97825
H 0.60714 -1.60488 2.74008
H -2.04593 -1.71267 3.82155
H -1.64870 -0.01920 3.77752
H 0.54111 -1.69691 4.89260
H -0.94905 -1.82509 5.78408
H -0.42323 0.99784 5.20955
H -0.74437 0.20860 6.72001
H 1.30872 0.50538 7.39130
H 1.93846 -0.51519 6.13009
H 1.00429 1.55201 3.94430
H 2.83549 3.56706 5.04366
H 5.21359 3.68642 3.50342
H 4.04101 4.98804 3.87590
H 5.14696 4.33001 1.28662
H 4.77763 5.79033 1.93272
H 0.08418 4.72952 6.57964
H -1.02193 5.64369 3.94253
K 3.88067 0.34812 6.86249
*
```

Summary:
* electronic energy: -2492.02872 a.u.
* frontier orbital gap: 8.209 eV

=====

[2]
Computed, not measured: an isolated molecule of C24H32N2OS, with the ωB97M-V functional and the def2-TZVPD basis.

```
! wB97M-V def2-TZVPD RIJCOSX def2/J DEFGRID3
* xyz 0 1
C 5.52973 2.69017 0.07808
C 4.85712 1.36846 0.28606
C 4.46461 0.95281 1.55132
C 3.81666 -0.25536 1.73098
C 3.54418 -1.05606 0.63528
C 3.95354 -0.67022 -0.63057
C 4.60356 0.53617 -0.79873
H 4.91205 0.84298 -1.78751
H 3.75260 -1.31178 -1.47449
S 2.65246 -2.58882 0.84817
C 0.98110 -1.91460 1.15681
C 0.39262 -1.28366 -0.10424
N -1.06996 -1.28800 -0.06589
C -1.73104 -1.85539 -1.10736
O -1.14806 -2.40988 -2.01979
C -3.24374 -1.77276 -1.07719
H -3.62760 -2.17600 -0.13829
H -3.60183 -2.40395 -1.89161
C -3.76229 -0.33620 -1.29524
N -3.75880 0.52205 -0.13313
C -2.44510 0.73394 0.42296
H -2.53774 1.46493 1.23002
C -1.74185 -0.52731 0.96607
H -0.99084 -0.22710 1.69461
H -2.47141 -1.15957 1.48432
H -1.81347 1.17313 -0.35644
C -4.81392 0.24494 0.82667
H -5.04698 -0.82811 0.89459
C -6.09814 1.00821 0.46655
C -7.22041 0.63276 1.42977
H -7.42536 -0.43504 1.38939
H -8.13294 1.16595 1.17484
H -6.94681 0.89145 2.45084
C -5.83730 2.51048 0.49015
H -6.71303 3.05718 0.14919
H -4.99888 2.74692 -0.15904
H -5.59888 2.83773 1.50014
H -6.39699 0.72500 -0.54747
H -4.48596 0.57390 1.81565
H -4.78968 -0.38762 -1.66130
H -3.15555 0.14330 -2.07017
C 0.88933 0.10642 -0.43732
C 1.15023 1.08037 0.51732
C 1.56867 2.34382 0.13852
C 1.72000 2.65755 -1.19961
C 1.44600 1.69980 -2.16093
C 1.03367 0.43665 -1.78126
H 0.81698 -0.30987 -2.53138
H 1.55659 1.93638 -3.20889
H 2.04610 3.64474 -1.49262
H 1.77692 3.08496 0.89616
H 1.04533 0.86854 1.57116
H 0.63978 -1.94524 -0.94468
H 0.38480 -2.78065 1.44443
H 1.05125 -1.23024 2.00028
H 3.51999 -0.57618 2.71902
H 4.66809 1.57956 2.40807
H 4.86336 3.36281 -0.46169
H 5.79137 3.15080 1.02724
H 6.43407 2.57088 -0.51586
*
```

Summary:
* electronic energy: -1516.68699 a.u.
* energy above the lowest of the compared OMol25 structures with the same formula, charge and spin: 0.0451 eV
* SMILES: Cc1ccc(SC[C@H](c2ccccc2)N2CCN(CC(C)C)CCC2=O)cc1
* frontier orbital gap: 8.905 eV

=====

[3]
Computed, not measured: a cluster of 2 separate species, C5H12NS in total, with the ωB97M-V functional and the def2-TZVPD basis.

```
! wB97M-V def2-TZVPD RIJCOSX def2/J DEFGRID3
* xyz 2 2
C 1.17820 -1.05255 -1.44807
C 1.39477 -1.75468 -2.54853
C 2.04734 0.75828 -0.07871
N 2.09998 -0.03782 -1.07280
H 0.34555 -1.20430 -0.77811
H 2.26669 -1.58463 -3.16894
H 0.69596 -2.53130 -2.82526
H 2.85130 1.47517 0.03474
H 1.23050 0.72882 0.64887
H 2.88184 0.08819 -1.71795
C -2.68721 -0.52898 1.48336
S -1.04525 -0.05755 2.00870
C -1.05849 1.63267 1.42748
H -2.75162 -0.43742 0.39463
H -3.41563 0.13772 1.95116
H -2.84532 -1.56923 1.76118
H -0.15079 2.14422 1.74486
H -1.11029 1.65062 0.33466
H -1.92752 2.14276 1.84872
*
```

Summary:
* electronic energy: -649.90775 a.u.
* energy above the lowest of the compared OMol25 structures with the same formula, charge and spin: 0.0545 eV
* ⟨S²⟩: 0.753
* frontier orbital gap (alpha / beta): 9.709 / 6.465 eV

=====

[4]
Computed, not measured: an isolated molecule of C5H9NO, with the ωB97M-V functional and the def2-TZVPD basis.

```
! wB97M-V def2-TZVPD RIJCOSX def2/J DEFGRID3
* xyz 0 1
C -1.03380 -0.44060 -1.15348
C -0.92541 -0.11463 0.32494
O -0.96658 -1.14011 1.34037
C 0.42274 0.58787 0.67722
C 1.59934 -0.25743 0.19684
C 0.47531 1.93726 0.08483
N 0.50428 2.99000 -0.40008
H -0.76161 0.47777 -1.70312
H -2.07301 -0.65204 -1.42830
H -0.41585 -1.26778 -1.50058
H -1.73210 0.59587 0.49614
H -1.20528 -2.03197 1.06471
H 0.50315 0.72755 1.76735
H 2.55190 0.19535 0.47536
H 1.55398 -0.35813 -0.89018
H 1.50294 -1.24899 0.64798
*
```

Summary:
* electronic energy: -325.89349 a.u.
* energy above the lowest of the compared OMol25 structures with the same formula, charge and spin: 1.1990 eV
* SMILES: C[C@@H](O)[C@@H](C)C#N
* frontier orbital gap: 11.437 eV

=====

[5]
Computed, not measured: a structure of composition C31H34N3NaO4Te, with the ωB97M-V functional and the def2-TZVPD basis.

```
! wB97M-V def2-TZVPD RIJCOSX def2/J DEFGRID3
* xyz -1 2
Na 1.18314 0.77012 -1.65044
C 0.43358 -7.28915 4.54930
C 0.51573 -6.00560 3.76278
C 1.23761 -4.91581 4.23249
C 1.32386 -3.73108 3.50479
C 2.13661 -2.58988 4.08036
C 0.66944 -3.61013 2.27067
Te 0.88881 -1.71050 1.04104
N 0.96849 0.35607 0.46678
C 0.55081 1.52911 0.92922
O 0.05585 2.37760 0.15251
C 0.70184 1.91347 2.39393
C 1.37339 1.13805 3.33296
C 1.47953 1.55943 4.65320
C 0.92297 2.76881 5.04666
C 0.26412 3.55650 4.11034
C 0.15777 3.13170 2.79430
C -1.14138 -1.35396 1.55459
C -1.49390 -1.47730 2.89668
C -2.78641 -1.21797 3.32487
C -3.74727 -0.84014 2.39841
C -3.40042 -0.71692 1.06269
C -2.10023 -0.95476 0.61504
C -1.78532 -0.72932 -0.84117
C -0.06417 -4.70363 1.79185
C -0.83893 -4.67007 0.49069
C -0.12684 -5.87934 2.54053
H 0.99666 -7.21541 5.48001
H 0.83728 -8.12536 3.97434
H -0.60096 -7.53447 4.79901
H 1.74439 -4.98580 5.19161
H 2.56827 -2.86735 5.04367
H 1.52655 -1.69526 4.22780
H 2.95316 -2.31188 3.41116
H 1.82815 0.20654 3.02810
H 2.00709 0.94203 5.37216
H 1.00835 3.09516 6.07644
H -0.16234 4.50726 4.40948
H -0.34808 3.72746 2.04663
H -0.75091 -1.79703 3.61840
H -3.03794 -1.31084 4.37423
H -4.76357 -0.63908 2.71516
H -4.15041 -0.41295 0.34029
H -2.69398 -0.74264 -1.44212
H -1.09949 -1.48335 -1.23054
H -1.32170 0.25083 -0.97221
H -0.63357 -3.77141 -0.08508
H -1.91410 -4.70460 0.68473
H -0.58705 -5.53303 -0.12999
H -0.70486 -6.71699 2.15357
C 1.06724 3.77886 -7.65489
C 1.10654 2.77184 -6.50651
C 0.35107 3.19726 -5.21912
C -1.12128 3.49352 -5.51313
C -1.93709 3.81976 -4.26310
C 1.01773 4.44862 -4.66183
O 0.76318 5.57070 -5.06649
N 1.95484 4.23446 -3.69600
C 2.35142 2.97313 -3.18715
O 3.33370 2.94886 -2.45793
N 1.60057 1.89360 -3.49163
C 0.49868 1.99547 -4.27063
O -0.34195 1.09757 -4.30443
H 1.72523 3.44247 -8.45926
H 1.39549 4.76673 -7.33168
H 0.06127 3.87702 -8.06564
H 2.14513 2.55774 -6.24088
H 0.66118 1.82729 -6.82735
H -1.54183 2.62094 -6.01494
H -1.16034 4.34269 -6.19536
H -1.93058 2.98365 -3.56410
H -2.97473 4.03319 -4.52813
H -1.53649 4.70130 -3.75702
H 2.43142 5.03614 -3.31472
*
```

Summary:
* electronic energy: -2097.38440 a.u.
* ⟨S²⟩: 0.762
* frontier orbital gap (alpha / beta): 6.936 / 7.540 eV

=====

[6]
Computed, not measured: a structure of composition C27H26MnN9O2STe, with the ωB97M-V functional and the def2-TZVPD basis.

```
! wB97M-V def2-TZVPD RIJCOSX def2/J DEFGRID3
* xyz 1 6
Mn -0.03201 -0.09396 0.10179
C -1.79322 0.99726 5.17492
N -0.82285 0.74114 4.11250
C -0.90877 -0.11149 3.10344
N 0.09886 0.08894 2.26525
C 0.78665 1.12008 2.84219
N 0.25829 1.53932 3.96202
C -2.84597 1.99328 4.74072
C -3.13670 3.08181 5.54892
C -4.10270 4.00379 5.16333
C -4.78069 3.84672 3.96912
C -4.49566 2.75021 3.15768
C -3.53324 1.82951 3.54494
C -5.21556 2.59119 1.89588
N -6.05260 3.40711 1.35960
N -6.46278 2.81997 0.17206
C -5.84330 1.69554 0.08941
O -5.03256 1.47515 1.15066
C -5.94546 0.70252 -0.97927
C -6.86114 0.91702 -2.00395
C -6.97208 -0.01126 -3.02442
C -6.16893 -1.14175 -3.03259
C -5.25289 -1.36027 -2.01059
C -4.40623 -2.61584 -2.05644
N -3.20511 -2.50471 -1.23613
C -2.20628 -1.64771 -1.38429
N -1.37185 -1.76695 -0.36595
C -1.93022 -2.75414 0.39367
N -3.05151 -3.22018 -0.09647
C -5.14736 -0.43817 -0.97838
H -1.23238 1.38516 6.02008
H -2.23655 0.04392 5.46085
H -1.67985 -0.85955 3.01067
H 1.67906 1.54647 2.41535
H -2.60217 3.21929 6.48161
H -4.31625 4.85413 5.79686
H -5.53148 4.55724 3.65006
H -3.32211 0.99454 2.88633
H -7.47676 1.80648 -1.98376
H -7.68663 0.14638 -3.82116
H -6.25369 -1.85690 -3.84356
H -4.10663 -2.82523 -3.08187
H -4.94834 -3.47888 -1.67812
H -2.11043 -0.95546 -2.20563
H -1.49898 -3.12108 1.31135
H -4.44566 -0.58295 -0.16564
O 0.18879 0.51410 -1.91584
N -0.66335 1.34369 -2.51585
C -0.47322 1.55927 -3.83814
C -1.29935 2.38613 -4.54190
C -2.35787 3.00470 -3.87256
C -2.53267 2.77950 -2.53095
C -1.66405 1.94174 -1.81261
S -1.83107 1.65847 -0.12937
H 0.36615 1.02864 -4.25953
H -1.11931 2.54671 -5.59431
H -3.03449 3.65848 -4.40598
H -3.33880 3.24459 -1.98128
C 4.50643 0.02861 0.61051
Te 2.83363 0.41228 -0.65561
C 2.45506 -1.68169 -0.99010
H 4.19486 -0.26755 1.60822
H 5.09026 0.94467 0.66131
H 5.10511 -0.75393 0.15163
H 3.07955 -2.03493 -1.80628
H 1.41807 -1.85330 -1.27413
H 2.68588 -2.22109 -0.07505
*
```

Summary:
* electronic energy: -3504.80977 a.u.
* ⟨S²⟩: 8.755
* frontier orbital gap (alpha / beta): 8.494 / 8.508 eV

=====

no.,F_max (eV/A)
1,1.64
2,0.61
3,0.92
4,1.34
5,0.91
6,0.82